Entry from OMol25: 15 unconnected molecules or ions with the total composition H30O15 in a non-equilibrium geometry (the ωB97M-V functional and the def2-TZVPD basis).

```
45
Properties=species:S:1:pos:R:3:forces:R:3:mulliken_charge:R:1
H 0.5008 -0.7892 -0.8487 0.516 -0.762 -2.542 0.303
H 0.3574 0.4328 0.0269 1.195 -1.498 0.098 0.322
H 0.2866 0.9496 3.7266 -2.082 -2.052 0.533 0.304
H 1.0392 2.0751 4.5894 -0.629 -0.941 -0.663 0.284
H -1.8412 1.2523 -1.4256 -2.559 -0.084 1.929 0.230
H -0.8624 0.6823 -2.3651 0.283 0.441 -0.165 0.264
H -2.8903 3.5428 -0.2311 0.306 -1.402 0.015 0.292
H -1.8095 2.7173 0.5124 -1.717 -0.189 -2.164 0.303
H 4.7878 -0.3017 -0.8124 -0.612 -0.254 2.005 0.329
H 6.1765 -0.0880 -1.4910 -1.534 -0.152 0.049 0.316
H 2.5050 -0.5487 1.6020 0.470 0.575 -0.479 0.302
H 3.5430 0.2550 0.7820 -0.560 1.629 -2.843 0.227
H -1.2711 -0.0284 2.1112 1.236 -0.958 0.601 0.326
H -0.5723 -1.0844 1.2556 0.967 0.842 2.824 0.247
H -2.8351 -3.2456 2.1958 -0.175 0.433 -1.325 0.323
H -3.7506 -2.6344 1.1252 -3.143 1.032 -0.492 0.221
H 4.1489 -1.6505 -1.7971 -0.699 -0.212 -0.851 0.324
H 2.9725 -2.1408 -1.0727 -1.208 -0.572 2.533 0.306
H -1.0705 -0.9207 -0.3209 -0.297 -1.569 -0.899 0.328
H -0.8105 -1.7169 -1.6312 -0.511 -0.195 -0.117 0.271
H -0.7393 4.4152 0.2744 1.270 -0.166 -0.189 0.334
H -1.9150 5.2491 -0.0918 0.167 -0.138 0.536 0.321
H -4.7102 2.1493 -1.8379 0.303 -1.562 0.648 0.307
H -3.5869 1.1816 -1.8118 2.886 -0.197 -0.960 0.315
H 4.1131 1.6806 0.1321 0.465 0.219 0.968 0.370
H 4.1826 2.4570 -1.1208 -0.175 -0.182 -0.292 0.279
H -0.7968 -4.1696 1.1213 -0.225 0.455 0.448 0.285
H -0.4171 -3.1674 2.2068 2.105 1.549 0.739 0.239
H -1.8115 -3.3116 -2.4815 -0.476 0.452 -0.074 0.317
H -2.5743 -1.8884 -2.6550 0.067 -2.445 0.879 0.313
O 0.6473 -0.5341 0.0142 2.978 5.489 3.147 -0.594
O 0.9348 1.5918 3.7465 2.759 2.949 0.045 -0.578
O -1.0812 1.4891 -1.8711 3.087 -0.823 -2.335 -0.519
O -2.3608 2.7354 -0.3351 -1.123 -3.287 0.912 -0.552
O 5.1902 -0.0686 -1.6136 2.843 0.278 -2.055 -0.631
O 3.4295 -0.2464 1.5260 -0.195 -2.449 3.265 -0.644
O -0.4523 -0.6056 2.1654 -2.634 0.026 -1.799 -0.572
O -2.9029 -2.9427 1.2620 0.348 -0.205 0.722 -0.499
O 3.2437 -2.0048 -1.9394 1.542 0.497 -1.912 -0.634
O -0.8521 -1.8153 -0.6798 -2.260 -0.910 -0.347 -0.634
O -1.6618 4.4810 0.4532 0.811 5.767 1.718 -0.711
O -4.4434 1.2441 -1.5104 -3.691 1.642 0.099 -0.580
O 3.6144 1.8306 -0.6564 -0.525 0.680 -0.416 -0.566
O -1.0914 -3.7275 1.9346 1.049 -3.161 0.030 -0.601
O -2.5624 -2.7809 -2.1633 -0.621 1.409 -1.822 -0.587
```
Positions in Å, forces in eV/Å.

***

Entry from OMol25: a molecular structure, H30O15 in a non-equilibrium geometry (the ωB97M-V functional and the def2-TZVPD basis).

```
45
Properties=species:S:1:pos:R:3:forces:R:3:mulliken_charge:R:1
O 40.9970 4.6340 0.6040 -6.726 5.187 5.381 -0.551
H 40.2200 5.2090 0.3250 2.161 -1.701 -0.438 0.268
H 41.5230 4.1660 0.1010 3.911 -3.346 -5.428 0.251
O 45.9600 -0.2620 4.1440 0.687 2.660 1.316 -0.679
H 46.2610 0.6100 4.6610 -1.087 -2.785 -2.142 0.348
H 45.6720 0.0150 3.2510 0.426 0.210 0.786 0.312
O 43.2240 3.6950 4.7570 -0.841 1.511 -1.963 -0.675
H 43.7910 3.3950 4.0460 0.451 0.045 -0.723 0.287
H 43.4850 3.1560 5.4480 0.610 -1.569 2.445 0.279
O 40.8430 3.4230 3.0410 0.110 1.624 -0.860 -0.731
H 40.6010 4.2060 2.4760 -0.211 -1.355 0.388 0.407
H 41.7200 3.7700 3.2920 -0.029 -0.700 0.714 0.298
O 42.1350 0.7610 -0.7060 1.752 -0.094 -3.877 -0.680
H 41.2430 0.7950 -0.9650 -1.663 -0.035 -0.206 0.362
H 42.2500 0.8160 0.1880 -0.378 0.292 3.505 0.308
O 41.7670 1.1060 1.9130 0.282 4.299 -3.246 -0.881
H 41.1520 1.8940 1.8310 0.626 -0.360 0.805 0.448
H 41.6670 0.8290 2.7660 -0.223 -0.981 3.845 0.284
O 46.9050 0.4650 1.1820 -2.119 -4.418 1.096 -0.418
H 47.3640 -0.2020 0.8250 3.812 -4.364 -1.168 0.289
H 46.3050 0.5580 0.4530 -2.076 -0.067 -0.599 0.243
O 46.1350 2.5720 -0.7210 -8.222 1.978 -3.005 -0.442
H 45.8500 2.8330 -1.5520 -1.183 0.913 -2.699 0.272
H 46.9110 2.2300 -0.8350 7.499 -3.266 -2.070 0.234
O 46.8930 2.5400 1.2420 1.773 5.156 5.784 -1.018
H 46.8830 1.6030 1.2160 1.544 1.196 2.281 0.424
H 46.6350 2.5980 0.3830 -0.665 2.813 0.166 0.413
O 46.5270 3.8320 3.5540 -1.151 2.011 3.363 -0.589
H 46.8140 3.7070 2.6960 0.949 -1.033 -3.257 0.270
H 46.4340 4.8090 3.6230 0.006 -1.059 0.185 0.297
O 43.1540 5.8050 1.7070 -0.407 0.853 -0.074 -0.729
H 43.5750 5.0080 1.9590 1.710 -1.240 0.753 0.257
H 42.3740 5.3550 1.3730 -0.800 0.721 -0.486 0.440
O 40.7540 -0.8470 1.3410 -2.169 -1.158 -4.278 -0.750
H 41.1540 0.0210 1.2500 -0.263 -0.718 0.367 0.341
H 40.9400 -1.1830 2.1560 0.787 -1.345 3.332 0.271
O 43.8100 2.8030 1.8280 1.653 -3.718 -1.881 -0.109
H 44.7510 2.2610 1.5500 -3.668 2.395 1.358 0.235
H 43.0220 2.1230 1.6050 2.942 2.001 1.121 0.282
O 43.1350 3.9620 -0.7240 1.281 -0.473 -0.566 -0.650
H 43.5790 4.7760 -1.0140 -0.316 -0.204 0.334 0.290
H 43.8620 3.4070 -0.3540 -0.936 0.620 0.103 0.337
O 44.4820 0.3130 0.3860 0.675 12.084 0.929 -0.444
H 43.7980 0.4570 -0.2340 -1.147 1.179 -1.640 0.394
H 44.4840 -0.4980 0.3490 0.635 -13.760 0.249 0.207
```
Positions in Å, forces in eV/Å.

***

Entry from OMol25: 15 unconnected molecules or ions with the total composition H30O15 in a non-equilibrium geometry (the ωB97M-V functional and the def2-TZVPD basis).

```
45
Properties=species:S:1:pos:R:3:forces:R:3:mulliken_charge:R:1
H 0.4697 -0.5414 1.0108 2.961 -0.878 -1.281 0.178
H -1.0032 -0.8058 0.7588 -0.357 -0.442 -0.479 0.231
H 0.1501 2.8801 1.8682 0.083 2.744 -0.724 0.278
H 1.2913 3.8540 1.5333 -0.242 0.368 0.035 0.306
H 3.2746 -0.0193 -1.4293 -1.111 -0.601 -0.727 0.286
H 3.7972 -0.1215 -0.0587 -0.351 -2.083 2.986 0.285
H 4.3345 -0.4980 2.0034 -0.877 -0.132 0.842 0.325
H 5.4649 0.0218 1.2529 0.263 -1.017 -0.018 0.326
H -0.6631 0.2036 3.3437 -0.116 -0.904 0.006 0.291
H -0.8205 -1.1323 4.1329 0.941 0.911 -1.353 0.257
H 0.2032 -2.7551 -1.2173 -0.124 -0.909 -0.641 0.292
H 0.6650 -3.8605 -2.2060 0.037 -0.016 0.138 0.293
H 1.6805 3.1998 -0.8549 0.808 -0.220 -0.723 0.306
H 1.6973 4.2490 -1.7901 -2.165 3.606 -1.511 0.287
H 2.2030 -2.0971 -2.9333 -0.223 0.284 0.164 0.211
H 2.5777 -0.6376 -3.0390 -0.088 0.122 -0.324 0.346
H -1.1448 -0.5169 -3.0642 -1.018 -0.449 -0.062 0.327
H 0.2361 -0.0849 -2.7571 -1.073 0.615 -1.312 0.317
H -0.7172 1.4040 -0.0619 -0.704 0.986 -1.268 0.325
H -0.8835 1.3307 -1.5821 0.053 -0.039 -0.472 0.420
H -4.9810 -0.1572 -0.8364 -1.483 -0.681 0.985 0.331
H -5.4223 0.7886 0.1506 -0.807 -0.413 0.443 0.309
H -3.0212 -3.4826 1.1345 2.295 -1.740 -0.435 0.293
H -4.4432 -3.3615 1.3215 -0.213 0.550 0.027 0.285
H -0.5239 2.0408 3.1060 -2.499 -0.054 -0.856 0.294
H -1.7078 1.5850 2.0832 0.093 -1.413 -1.441 0.310
H 3.4432 -2.9538 1.5052 -1.119 -0.020 0.124 0.312
H 1.9432 -2.8633 2.0060 -0.601 0.470 1.545 0.308
H -3.6252 0.9190 -2.6826 -1.452 -0.326 -1.072 0.241
H -2.7166 1.7189 -1.8716 0.494 -0.554 0.202 0.312
O -0.3694 -0.3625 1.3110 -2.433 2.286 -2.373 -0.515
O 0.3363 3.8722 1.7095 0.599 -2.571 0.219 -0.581
O 3.9117 0.3212 -0.8385 1.464 2.589 -2.142 -0.596
O 5.1020 -0.8392 1.5640 0.580 1.159 -0.606 -0.660
O -0.4170 -0.7398 3.2892 -1.104 -1.159 5.430 -0.467
O -0.1145 -3.5040 -1.7717 0.071 0.866 0.561 -0.589
O 2.2253 3.5473 -1.6013 1.220 -3.425 2.203 -0.591
O 1.9304 -1.2182 -2.6250 0.414 -0.270 -0.026 -0.526
O -0.5968 0.2398 -3.2240 2.931 -0.358 1.149 -0.678
O -1.0622 1.9320 -0.8457 1.290 -0.691 1.968 -0.675
O -5.7347 -0.0825 -0.1679 2.369 1.084 -1.409 -0.633
O -3.6432 -2.8211 1.2666 -2.001 1.220 0.377 -0.565
O -1.4862 2.1452 2.7915 2.136 1.154 2.746 -0.652
O 2.4955 -3.1049 1.2951 1.689 -0.311 -1.697 -0.616
O -2.7971 0.8262 -2.2560 -0.631 0.664 0.799 -0.540
```
Positions in Å, forces in eV/Å.

***

Respective HOMO energy values: -9.8 -10.2 -10.6 eV.
Respective frontier orbital gap values: 0.35312 0.36227 0.37527 Ha.
Respective calculated total energy values: -1146.29672 -1146.27382 -1146.44197 Ha.